Version A
The following is a quantum chemistry calculation of 2 unconnected molecules or ions with the total composition C2H2BrI, from the Open Molecules 2025 dataset.

* frontier orbital gap: 10.525 eV
* HOMO energy: -0.3679 hartree
* SMILES string: C#CBr.I
* charge: 0

Each line ends with the natural charge from an NBO analysis.
CARTESIAN COORDINATES (ANGSTROEM)
C -0.3663 2.0252 -0.5846  -0.23
C -0.9481 1.0287 -0.2614  -0.20
Br -1.7626 -0.4480 0.3773  0.19
H 0.0899 2.9052 -0.9284  0.24
I 2.1167 -2.7415 1.1794  -0.10
H 0.8703 -2.7697 0.2177  0.09

Version B
The following is a quantum chemistry calculation of 2 unconnected molecules or ions with the total composition C2H2BrI, from the Open Molecules 2025 dataset.

* frontier orbital gap (alpha / beta): 6.843 / 7.516 eV
* HOMO energy (alpha / beta): -0.3123 / -0.3169 hartree
* charge: 0

Each line ends with the natural charge from an NBO analysis.
CARTESIAN COORDINATES (ANGSTROEM)
C -0.5243 -0.4449 0.9532  -0.29
C 0.3944 0.3129 -1.0709  -0.38
Br -1.1582 -2.1083 0.6789  0.18
I 1.1387 2.2837 -0.8671  0.15
H -1.2115 0.3005 1.5868  0.19
H 1.3610 -0.3439 -1.2809  0.15

How do the energies compare? Relative to the most stable structure, in hartree: version A 0.0000; version B 0.1728.